DFT (ωB97M-V/def2-TZVPD) results for a molecular structure, C24H29B11Br6N4O4PdS.

The geometry in ORCA input format:
```
! wB97M-V def2-TZVPD RIJCOSX def2/J DEFGRID3
* xyz 2 3
Pd 0.0254 -0.6087 -0.0304
Br 2.6891 0.2350 -0.8454
B 2.0269 1.3748 -2.2922
B 3.0785 2.3340 -3.3972
C 2.0985 3.6640 -3.7861
B 2.0342 3.1342 -2.1732
B 0.5765 3.7512 -3.0347
B 0.7482 3.3317 -4.7471
B 2.2689 2.4659 -4.9668
B 2.2118 0.8984 -4.0038
Br 3.1314 -0.6911 -4.5243
B 0.7242 1.5343 -4.8906
Br 0.0154 0.6899 -6.4301
B -0.3455 2.3484 -3.6327
Br -2.2503 2.3640 -3.7479
B 0.5243 2.2364 -2.0766
Br -0.4422 2.0535 -0.3754
B 0.5977 0.8851 -3.2019
Br -0.2868 -0.8155 -2.7829
H 4.2495 2.4106 -3.3320
H 2.6029 4.6020 -3.9703
H 2.5137 3.7542 -1.2964
H 0.0849 4.7739 -2.7279
H 0.3564 4.0637 -5.5787
H 2.8976 2.6160 -5.9482
C -4.1902 -0.8861 -0.0180
C -4.4894 -0.3995 1.2447
C -3.4744 -0.0452 2.1210
C -2.1419 -0.1664 1.7365
C -1.8870 -0.6399 0.4510
C -2.8640 -1.0101 -0.4361
C -0.9881 0.0753 2.6098
C -1.0584 0.6037 3.9087
C 0.0893 0.7065 4.6418
C 1.3117 0.2203 4.1319
C 2.5082 0.2170 4.8865
C 3.6414 -0.3476 4.3777
C 3.6201 -0.9505 3.1016
C 2.4880 -0.9384 2.3358
C 1.3175 -0.3244 2.8268
N 0.1713 -0.3052 2.0840
H -4.9835 -1.1750 -0.6938
H -5.5208 -0.3066 1.5543
H -3.7205 0.3099 3.1128
H -2.6411 -1.3830 -1.4236
H -2.0070 0.9305 4.3073
H 0.0669 1.1313 5.6377
H 2.5005 0.6511 5.8779
H 4.5528 -0.3596 4.9585
H 4.5087 -1.4427 2.7289
H 2.4698 -1.4471 1.3819
C 6.7366 -6.0458 1.5585
C 5.3106 -6.4435 1.9268
S 4.1849 -5.7383 0.7558
O 4.0988 -4.3031 0.9621
O 4.5016 -6.2141 -0.5661
C 2.5715 -6.3777 1.2018
C 1.5843 -6.0345 0.0788
N 0.8084 -4.8221 0.3658
C 0.9711 -3.6425 -0.2627
N 0.1450 -2.7329 0.2641
C -0.5818 -3.3464 1.2451
C -0.1838 -4.6372 1.3081
N -0.6806 -5.6489 2.2028
O -1.5766 -5.3103 2.9404
O -0.1508 -6.7430 2.1661
C 1.9387 -3.4096 -1.3633
H 7.4262 -6.4910 2.2731
H 6.8601 -4.9647 1.5884
H 6.9932 -6.4052 0.5644
H 5.0152 -6.0719 2.9085
H 5.1598 -7.5227 1.8847
H 2.3092 -5.8874 2.1371
H 2.6168 -7.4510 1.3728
H 0.9078 -6.8610 -0.1109
H 2.1261 -5.8391 -0.8453
H -1.3291 -2.8522 1.8385
H 1.6466 -3.9510 -2.2646
H 2.9355 -3.7263 -1.0580
H 1.9729 -2.3510 -1.6025
*
```

LUMO energy (alpha / beta): -6.69 / -10.49 eV
expectation value of S²: 2.015
calculated total energy: -481511.162 eV
E_HOMO (alpha / beta): -0.5124 / -0.5115 Eh
Kohn-Sham gap (alpha / beta): 0.267 / 0.126 Ha

Table of Mulliken atomic charges, one value per atom, all in e:
1. Pd -0.39
2. Br -0.04
3. B -0.11
4. B 0.56
5. C -0.40
6. B 0.73
7. B 0.39
8. B 0.00
9. B 0.15
10. B -0.10
11. Br -0.23
12. B -0.34
13. Br -0.13
14. B 0.02
15. Br -0.23
16. B 0.92
17. Br -0.21
18. B 0.66
19. Br -0.28
20. H -0.18
21. H 0.80
22. H -0.18
23. H -0.18
24. H -0.15
25. H -0.16
26. C -0.89
27. C -0.97
28. C -0.61
29. C 1.08
30. C 0.88
31. C -0.55
32. C 0.58
33. C -1.22
34. C -0.93
35. C 0.99
36. C -0.87
37. C -0.80
38. C -1.13
39. C 0.03
40. C -0.21
41. N 1.04
42. H 0.49
43. H 0.45
44. H 0.48
45. H 0.46
46. H 0.51
47. H 0.49
48. H 0.45
49. H 0.43
50. H 0.57
51. H 0.33
52. C -1.21
53. C -0.49
54. S 1.17
55. O -0.59
56. O -0.68
57. C -0.86
58. C -1.35
59. N 0.24
60. C 0.36
61. N 1.01
62. C -1.04
63. C -0.71
64. N 1.04
65. O -0.60
66. O -0.59
67. C -0.32
68. H 0.40
69. H 0.31
70. H 0.35
71. H 0.37
72. H 0.40
73. H 0.52
74. H 0.61
75. H 0.28
76. H 0.78
77. H 0.78
78. H 0.56
79. H 0.08
80. H -0.86


DFT (ωB97M-V/def2-TZVPD) results for a molecular structure, C29H26CoN3O8 in a non-equilibrium geometry.

The geometry in ORCA input format:
```
! wB97M-V def2-TZVPD RIJCOSX def2/J DEFGRID3
* xyz -1 2
Co -0.7399 0.6737 0.0595
O 2.7027 -3.1843 -0.8629
C 1.9158 -3.2186 -1.9462
C 2.2456 -4.1151 -2.9614
C 1.4833 -4.1934 -4.1122
C 0.3588 -3.3887 -4.2634
C 0.0133 -2.5089 -3.2556
C 0.7778 -2.3965 -2.0937
C 0.3911 -1.4015 -1.0825
O -0.6521 -0.6827 -1.2644
N 1.1562 -1.2737 -0.0060
N 0.6675 -0.3163 0.8259
C 1.3513 -0.0037 1.8807
C 0.7993 0.8820 2.8649
C 1.4401 1.4113 3.9626
C 0.8165 2.4856 4.6782
C -0.4865 2.7956 4.5176
C -1.3034 1.8413 3.7059
N -0.4972 1.2623 2.6625
H 2.3434 -2.4612 -0.2698
H 3.1165 -4.7437 -2.8245
H 1.7663 -4.8867 -4.8948
H -0.2407 -3.4524 -5.1624
H -0.8642 -1.8801 -3.3387
H 2.3370 -0.4402 2.0123
H 2.4594 1.1176 4.1792
H 1.4305 3.0816 5.3443
H -0.9618 3.6534 4.9742
H -1.6824 1.0462 4.3786
O -3.8274 3.2036 -0.5512
C -3.2127 2.2036 -0.1952
O -2.1331 1.7647 -0.7258
C -3.9299 1.2928 0.8648
C -3.7413 -0.1748 0.4424
C -4.7750 -1.0790 1.1337
C -4.2044 -1.1349 2.5699
C -2.9600 -0.2350 2.4308
O -2.5248 -0.5396 1.1061
C -3.4424 1.2359 2.3604
C -2.5115 2.3476 2.8746
O -2.8063 3.5107 2.7979
O -0.8950 1.7726 1.4498
H -4.9732 1.5993 0.8238
H -3.6357 -0.3185 -0.6290
H -5.7789 -0.6580 1.0830
H -4.7847 -2.0652 0.6691
H -4.8974 -0.7619 3.3239
H -3.9114 -2.1491 2.8421
H -2.1684 -0.4682 3.1357
H -4.3138 1.3537 3.0147
C 0.7103 1.4461 -3.3037
C 1.4742 1.4003 -2.0104
O 0.9397 1.7486 -0.9720
C 2.8845 0.9555 -2.0167
C 3.6617 1.1686 -0.8738
C 4.9641 0.7151 -0.8105
C 5.5177 0.0374 -1.8904
C 4.7618 -0.1654 -3.0347
C 3.4589 0.2971 -3.1046
H -0.2588 1.9027 -3.1144
H 0.5494 0.4329 -3.6757
H 1.2656 2.0113 -4.0542
H 3.2092 1.6958 -0.0436
H 5.5527 0.8784 0.0838
H 6.5330 -0.3344 -1.8372
H 5.1839 -0.7042 -3.8737
H 2.8756 0.1111 -3.9975
*
```

LUMO energy (alpha / beta): 2.20 / 2.23 eV
expectation value of S²: 0.758
calculated total energy: -88972.994 eV
E_HOMO (alpha / beta): -0.1518 / -0.1493 Eh
Kohn-Sham gap (alpha / beta): 0.233 / 0.231 Ha

Table of Mulliken atomic charges, one value per atom, all in e:
1. Co 0.66
2. O -0.71
3. C 0.41
4. C -0.62
5. C -0.35
6. C -0.88
7. C -0.49
8. C 0.51
9. C 0.66
10. O -0.80
11. N -1.21
12. N 1.39
13. C -0.19
14. C -0.10
15. C -1.12
16. C -0.31
17. C -1.31
18. C 0.06
19. N 0.94
20. H 0.63
21. H 0.42
22. H 0.38
23. H 0.41
24. H 0.46
25. H 0.30
26. H 0.40
27. H 0.38
28. H 0.41
29. H 0.37
30. O -0.80
31. C -0.05
32. O -0.63
33. C -0.23
34. C -0.37
35. C -1.01
36. C -1.23
37. C -0.33
38. O -0.33
39. C 0.12
40. C 0.04
41. O -0.68
42. O -0.95
43. H 0.46
44. H 0.73
45. H 0.40
46. H 0.31
47. H 0.37
48. H 0.38
49. H 0.96
50. H 0.98
51. C -1.54
52. C 1.03
53. O -0.54
54. C 0.44
55. C -0.35
56. C -0.64
57. C -0.38
58. C -0.72
59. C -0.29
60. H 0.34
61. H 0.24
62. H 0.53
63. H 0.53
64. H 0.39
65. H 0.39
66. H 0.39
67. H 0.34